[1]
Computed, not measured: a molecular structure, C17H50O9 at a distorted geometry, with ωB97M-V/def2-TZVPD.

Each line ends with the Mulliken charge.
CARTESIAN COORDINATES (ANGSTROEM)
O 10.617652 8.786081 1.305518  -0.8354
H 9.741431 9.162465 1.223048  0.1517
H 11.079140 9.379861 1.897713  0.4157
O 12.533710 11.653529 1.320517  -0.5694
H 12.626510 12.550574 1.641343  0.3193
H 12.306340 11.751652 0.395902  0.4278
C 9.287320 17.009341 0.488375  -0.5046
C 8.963517 15.698672 -0.322510  -0.1078
O 10.010038 14.741919 -0.287699  -0.5297
O 10.573098 17.489835 0.159579  -0.5587
H 9.305671 16.830239 1.563400  0.2254
H 8.550933 17.784108 0.274880  0.3703
H 8.658295 15.963141 -1.334932  0.4503
H 8.044925 15.356187 0.153928  0.0170
H 10.346359 14.739949 -1.186859  0.3261
H 11.150064 16.744927 0.343511  0.3106
C 6.870581 9.749494 2.967164  -1.4800
C 8.373333 9.828828 2.622248  1.5801
C 9.355543 9.061166 3.567015  -1.3592
O 8.533389 9.401319 1.242584  -0.7098
H 6.242773 9.851902 2.082028  0.6130
H 6.619331 10.440915 3.771466  0.3924
H 6.617426 8.792384 3.423171  0.4743
H 8.538709 10.906142 2.610548  -0.7833
H 10.356801 8.965744 3.146925  0.3880
H 8.945106 8.051531 3.550227  0.4269
H 9.399915 9.346118 4.618170  0.3503
H 8.410236 8.451422 1.306863  0.7040
C 7.762312 8.295289 -2.851632  -1.7710
C 7.445846 8.660686 -1.368651  0.5952
C 6.477413 9.859838 -1.199764  -0.1493
O 6.781991 7.527695 -0.826801  -0.6495
H 8.567502 8.815929 -3.370002  0.2900
H 6.831254 8.369578 -3.413509  0.3926
H 7.914080 7.223877 -2.982575  0.4435
H 8.404298 8.652419 -0.849625  -0.1084
H 6.083008 9.939102 -0.186720  -0.2057
H 5.735949 9.818745 -1.997662  0.5853
H 7.068810 10.763014 -1.350146  0.1488
H 7.089006 7.501002 0.082389  0.3912
C 9.860238 13.211222 3.667204  -1.4887
C 8.601389 13.831775 2.970464  1.0294
C 7.364775 12.919419 3.186317  -0.2926
O 8.271298 15.048830 3.595351  -0.6426
H 10.594270 14.015656 3.713928  0.4551
H 10.297727 12.390833 3.098284  0.5006
H 9.778857 12.856534 4.694666  0.3519
H 8.870597 14.054444 1.937972  0.0555
H 6.519108 13.568683 2.959593  0.2765
H 7.264159 12.433774 4.156946  0.3434
H 7.347648 12.180627 2.385079  0.0785
H 7.443783 15.374134 3.233433  0.4341
C 5.445464 11.668370 -0.594730  -0.7511
C 5.178535 12.244205 0.820364  1.3307
C 3.748666 12.411776 1.229333  -1.8552
O 5.755478 11.436534 1.745373  -0.4662
H 4.817640 12.204198 -1.306653  0.2907
H 5.092225 10.637894 -0.632590  0.4890
H 6.518608 11.705492 -0.782088  -0.3865
H 5.671775 13.212303 0.907528  -0.4651
H 3.188521 11.476827 1.215226  0.3459
H 3.347285 13.175396 0.563105  0.3891
H 3.632115 12.795327 2.242942  0.4084
H 6.646278 11.226386 1.455704  -0.2833
C 7.858635 13.056415 -0.056519  -1.3186
C 8.501697 11.716555 0.113315  -0.2032
C 9.776505 11.698752 1.023411  -1.7431
O 7.527521 10.910265 0.680019  -0.8263
H 8.526404 13.648941 -0.681904  0.8784
H 7.839400 13.473186 0.950472  -0.3534
H 6.869305 13.034371 -0.513494  0.8306
H 8.755117 11.322208 -0.870740  0.7627
H 9.788055 12.242546 1.968012  -1.7769
H 10.601288 11.984300 0.370497  0.8984
H 9.974775 10.638855 1.182756  1.7219
H 7.915027 10.056547 0.886456  0.5139

Force components x, y, z for each atom (eV/Å):
O 4.01 -1.72 -0.87
H 1.89 -0.14 -0.63
H 0.85 -0.01 -0.59
O 0.66 -0.31 0.37
H 0.07 0.27 0.13
H 0.15 -0.09 -0.16
C 0.65 -1.03 -0.51
C -0.80 2.36 1.26
O 0.32 1.03 -0.05
O 0.10 0.35 -0.39
H -0.50 -0.36 0.16
H 0.01 -0.07 -0.13
H 0.36 -0.02 -0.19
H 0.17 -0.48 -0.04
H 0.39 -0.19 0.04
H 0.33 -0.01 -0.04
C 1.02 -2.60 1.26
C -0.57 1.06 3.67
C -0.97 -0.49 -0.57
O 3.51 -10.67 6.17
H 0.11 -0.48 0.97
H -0.02 0.27 -0.58
H 0.27 -0.55 -0.04
H 0.60 -0.79 0.03
H -0.67 0.15 1.05
H 0.22 -0.40 0.27
H -0.46 0.57 -0.24
H -0.33 -0.93 -0.28
C -1.04 -0.39 0.12
C -0.12 -0.63 -1.68
C 4.50 -4.38 -2.00
O -0.24 -0.91 0.54
H -0.12 0.29 0.32
H -0.08 0.66 -0.24
H 0.62 -0.10 0.58
H 0.18 1.00 -0.15
H 1.19 -2.14 -0.92
H -0.05 -0.42 0.11
H 0.16 -2.02 -1.11
H -0.55 -0.50 0.06
C 0.20 1.31 0.27
C -0.11 -1.37 2.61
C 1.21 0.73 -1.85
O 0.88 1.14 0.65
H 0.30 0.00 -0.08
H 0.28 0.49 1.16
H -0.74 0.14 0.03
H 0.04 -0.32 0.25
H -0.41 -0.31 0.26
H 0.27 0.42 0.02
H 0.22 0.69 1.14
H -0.07 -0.08 -0.04
C -4.01 3.38 1.44
C -0.29 0.30 -0.68
C -0.58 0.62 -0.43
O -5.21 0.36 2.41
H 0.26 0.53 -0.36
H -1.65 2.45 0.36
H -3.09 0.96 0.18
H -0.29 0.66 -0.22
H -0.03 -0.02 -0.40
H -0.66 -0.19 -0.09
H 0.39 0.06 0.10
H 0.19 0.52 -0.60
C 1.16 1.14 -0.59
C 0.46 0.59 0.85
C -0.18 -0.44 -2.60
O -0.67 7.36 -3.79
H -0.60 -0.54 0.29
H -0.56 0.18 -0.98
H 1.10 0.67 0.36
H 0.45 -0.27 -0.21
H -0.54 -0.44 -2.13
H -0.42 0.53 0.27
H 0.59 1.64 -0.01
H -3.65 1.93 -3.29

Summary:
E_LUMO ... 0.131 eV
Kohn-Sham gap ... 8.8098 eV
Net charge ... 0
HOMO energy ... -8.7 eV
E ... -1354.20606 Eh



[2]
Computed, not measured: 9 unconnected molecules or ions with the total composition C17H51O9 at a distorted geometry, with ωB97M-V/def2-TZVPD.

Each line ends with the Löwdin spin population.
CARTESIAN COORDINATES (ANGSTROEM)
C 0.356467 -0.265191 -0.498477  0.0902
O 0.842277 0.469139 0.590683  0.7881
H -0.092793 -1.205741 -0.179677  0.0328
H -0.413573 0.226879 -1.092637  -0.0012
H 1.225617 -0.520641 -1.104627  0.0425
C -0.304263 5.394259 -0.963187  -0.0001
C 0.415667 4.006599 -0.800587  -0.0001
O 0.016307 3.387869 0.418433  -0.0005
H -0.002243 5.807779 -1.925407  0.0000
H -0.089523 6.083639 -0.146637  0.0000
H -1.392463 5.349059 -1.006617  0.0000
H 1.497187 4.142199 -0.806277  0.0000
H 0.173367 3.336859 -1.625727  0.0000
H 0.364957 2.493519 0.432063  -0.0014
C 2.728017 -3.083811 3.577753  0.0000
C 2.645197 -2.098101 2.407603  0.0003
O 1.925547 -0.979931 2.746493  0.0026
H 3.198637 -4.018701 3.273453  0.0000
H 1.725607 -3.386591 3.880413  0.0000
H 3.182517 -2.658721 4.472643  0.0000
H 2.228657 -2.567101 1.516183  0.0002
H 3.640467 -1.727001 2.163023  0.0001
H 1.584487 -0.585411 1.940503  -0.0012
C -3.441583 1.783489 3.335993  0.0010
C -2.608023 1.561599 2.082143  0.0006
O -1.551863 0.737539 2.532313  0.0101
H -3.860943 0.848929 3.708603  0.0000
H -4.234343 2.476679 3.054733  0.0002
H -2.803923 2.221859 4.103673  0.0000
H -2.272403 2.461749 1.567173  0.0000
H -3.259523 0.976919 1.432683  0.0000
H -0.905323 0.587459 1.838733  0.0030
C 4.597397 -0.657431 -0.398357  0.0003
C 4.372347 0.583629 0.363003  0.0006
O 3.388117 1.388409 -0.297507  0.0249
H 5.337447 -1.331861 0.032403  0.0000
H 4.952967 -0.353871 -1.382997  0.0000
H 3.747617 -1.303221 -0.619547  0.0003
H 5.358187 1.048599 0.358083  0.0006
H 4.075037 0.316519 1.377083  0.0001
H 2.503957 1.047179 -0.144507  0.0035
C 2.425377 1.236259 -3.891247  0.0006
C 2.338517 2.723309 -4.190117  0.0001
O 1.206687 2.938379 -5.033447  0.0000
H 2.407867 0.588729 -4.767887  0.0000
H 1.632437 0.915929 -3.215417  0.0006
H 3.273467 0.980159 -3.256237  0.0000
H 3.217027 3.074449 -4.731437  0.0000
H 2.323727 3.331839 -3.285917  0.0000
H 1.298567 3.826999 -5.384897  0.0000
C -1.917903 -4.225191 -1.144207  0.0002
C -0.506533 -4.562511 -0.834087  0.0002
O -0.424153 -5.923381 -0.498557  0.0001
H -2.604493 -4.494961 -0.341757  0.0000
H -2.197303 -4.636841 -2.114047  0.0000
H -2.074313 -3.149881 -1.229847  0.0001
H -0.216423 -4.091111 0.104913  0.0001
H 0.208137 -4.346681 -1.628297  0.0000
H 0.488497 -6.073781 -0.241567  0.0000
C -2.757593 -3.866631 2.967403  0.0000
C -2.105223 -2.536591 2.749773  0.0001
O -2.906673 -1.469341 3.280623  0.0002
H -2.274323 -4.719871 2.491453  0.0000
H -3.743433 -3.939491 2.508153  0.0000
H -2.803383 -4.038781 4.042753  0.0000
H -1.851793 -2.389441 1.699903  0.0002
H -1.133223 -2.597011 3.239313  0.0000
H -2.426683 -0.657061 3.103383  0.0001
C -2.526093 1.635809 -3.048337  -0.0001
C -3.112393 2.079779 -1.707277  0.0000
O -4.488463 2.021039 -1.621107  0.0000
H -2.726993 0.590879 -3.284697  0.0000
H -1.449583 1.782089 -3.136697  0.0000
H -3.048103 2.234569 -3.794727  0.0000
H -2.856513 3.125549 -1.537027  0.0000
H -2.753453 1.535219 -0.833937  0.0000
H -4.766503 1.102579 -1.647967  0.0000

Force components x, y, z for each atom (eV/Å):
C -0.35 0.49 0.44
O -0.72 -0.57 -0.94
H 0.28 -0.43 0.43
H 0.20 0.52 -0.03
H 0.24 -0.19 -0.25
C 0.35 -1.06 -0.10
C -0.81 0.92 0.26
O -0.26 0.30 0.00
H 0.21 0.23 0.11
H 0.39 -0.10 -0.08
H -0.04 -0.54 0.06
H 0.14 0.19 0.00
H -0.16 0.11 -0.36
H 0.14 -0.08 0.13
C -0.75 -0.06 -0.34
C 1.29 -0.85 0.29
O -1.39 1.06 0.75
H 0.42 0.17 0.05
H -0.23 0.16 -0.05
H 0.28 0.04 -0.25
H -0.04 -0.38 -0.12
H 0.52 -0.55 -0.25
H 0.02 0.30 0.09
C 0.24 0.84 -0.46
C -1.11 -0.67 0.63
O 0.99 -0.10 -0.11
H 0.00 0.07 -0.12
H -0.19 0.00 0.37
H -0.17 0.10 0.09
H 0.13 0.07 0.23
H 0.07 0.03 -0.59
H 0.09 0.11 -0.05
C 0.41 -1.45 -1.62
C -0.67 -0.43 0.35
O 0.79 0.56 0.00
H 0.20 0.22 0.20
H 0.23 -0.17 -0.17
H -0.51 0.20 0.38
H -0.45 0.84 0.26
H -0.04 0.52 0.26
H 0.23 -0.12 0.34
C 0.02 -0.14 0.94
C 0.34 -0.39 -0.59
O -0.07 0.11 0.37
H 0.04 0.28 -0.08
H -0.64 0.17 -0.29
H 0.53 0.28 -0.36
H 0.33 -0.25 -0.07
H -0.38 -0.12 0.28
H -0.21 0.06 -0.11
C -0.66 0.75 -0.60
C 0.41 0.00 1.29
O 0.02 -1.21 -0.30
H 0.12 -0.53 -0.12
H -0.31 -0.27 0.20
H 0.32 0.24 -0.13
H 0.23 1.02 -0.15
H -0.12 0.39 -0.19
H 0.00 -0.33 0.06
C -0.75 -0.48 -0.10
C 0.33 0.30 0.18
O 0.02 -1.57 -0.31
H 0.75 0.20 0.12
H -0.34 0.44 0.36
H -0.30 -0.20 -0.07
H -0.32 0.22 -0.46
H 0.21 0.34 0.32
H 0.40 0.38 -0.01
C -0.57 0.05 0.16
C 1.33 0.10 0.41
O -1.63 0.02 -0.46
H -0.11 -0.15 0.15
H 0.00 0.22 0.10
H 0.25 -0.01 -0.25
H 0.12 0.05 -0.02
H 0.79 -0.22 -0.07
H -0.10 -0.07 -0.02

Summary:
E_LUMO (alpha / beta) ... 0.172 / -3.881 eV
Kohn-Sham gap (alpha / beta) ... 9.9423 / 5.8892 eV
Net charge ... 0
HOMO energy (alpha / beta) ... -9.8 / -9.8 eV
2S+1 ... 2
E ... -1355.24634 Eh
Energy above the lowest of the compared OMol25 structures with the same formula, charge and spin ... 0.00 kcal/mol
⟨S²⟩ ... 0.754